Entry 1:
{"formula": "CClNO", "method": "ωB97M-V/def2-TZVPD", "elements": ["O", "C", "N", "Cl"], "coordinates": [[1.910, 0.011, -0.046], [0.784, -0.017, 0.099], [-0.403, -0.043, -0.060], [-2.291, 0.049, 0.007]], "forces_ev_per_angstrom": [[4.013, -0.016, 0.392], [-4.958, 0.261, -0.631], [-3.964, -0.104, -0.057], [4.909, -0.141, 0.295]], "charge": 0, "e_lumo_ev": -2.14, "de_lowest_ev": 0.520, "mol_weight_g_mol": 77.47, "gap_ev": 8.69, "smiles": "O=C=NCl"}

***

Entry 2:
{"formula": "CClNO", "method": "ωB97M-V/def2-TZVPD", "elements": ["Cl", "C", "N", "O"], "coordinates": [[0.331, 1.808, 0.008], [-0.095, 0.051, -0.065], [-0.409, -0.956, -0.744], [0.172, -0.903, 0.800]], "forces_ev_per_angstrom": [[-0.999, -2.814, -0.288], [1.328, 0.715, 0.291], [-0.388, 1.347, -0.631], [0.060, 0.752, 0.627]], "charge": 0, "e_lumo_ev": -0.19, "de_lowest_ev": 1.820, "mol_weight_g_mol": 77.47, "gap_ev": 10.26, "smiles": "ClC1=NO1"}

***

Entry 3:
{"formula": "CClNS", "method": "ωB97M-V/def2-TZVPD", "elements": ["C", "N", "S", "Cl"], "coordinates": [[1.584, -0.083, -0.029], [2.721, 0.014, 0.055], [-1.427, -0.589, -0.023], [-2.878, 0.657, -0.004]], "forces_ev_per_angstrom": [[-2.328, -0.126, -0.103], [1.643, 0.126, 0.109], [1.490, -0.921, -0.017], [-0.805, 0.921, 0.011]], "charge": 0, "e_lumo_ev": [-4.06, -3.26], "de_lowest_ev": 3.835, "mol_weight_g_mol": 93.54, "gap_ev": [6.12, 6.79]}

***

Entry 4:
{"formula": "CClO2", "method": "ωB97M-V/def2-TZVPD", "elements": ["C", "O", "O", "Cl"], "coordinates": [[-1.002, 0.056, -0.026], [-1.019, -1.094, 0.010], [-1.011, 1.194, 0.015], [3.032, -0.157, 0.001]], "forces_ev_per_angstrom": [[0.422, -1.314, 0.502], [-0.162, -1.021, -0.272], [-0.133, 2.319, -0.225], [-0.126, 0.016, -0.005]], "charge": -1, "e_lumo_ev": 3.32, "de_lowest_ev": 0.135, "mol_weight_g_mol": 79.46, "gap_ev": 6.82}

***

Entry 5:
{"formula": "CClO4S", "method": "ωB97M-V/def2-TZVPD", "elements": ["C", "O", "O", "O", "O", "S", "Cl"], "coordinates": [[0.687, 0.542, -0.589], [-0.987, -0.520, 1.081], [0.184, 1.441, -1.094], [0.606, 1.254, 1.760], [1.317, -1.153, 1.548], [0.362, -0.044, 1.254], [-2.169, -1.520, -3.960]], "forces_ev_per_angstrom": [[-2.347, 3.689, -2.514], [0.899, 1.229, -0.455], [1.995, -2.885, 0.624], [0.330, 0.866, 0.009], [-1.690, 3.404, -1.034], [0.690, -6.395, 3.296], [0.123, 0.093, 0.074]], "charge": -1, "e_lumo_ev": -0.16, "de_lowest_ev": 2.835, "mol_weight_g_mol": 143.53, "gap_ev": 3.51}

***

Entry 6:
{"formula": "CCoN2O9", "method": "ωB97M-V/def2-TZVPD", "elements": ["Co", "N", "O", "O", "O", "N", "O", "O", "O", "C", "O", "O", "O"], "coordinates": [[0.562, -0.521, 0.162], [-2.215, -0.117, -1.160], [-2.311, -0.717, -2.224], [-1.536, -0.488, -0.355], [-2.964, 0.775, -0.869], [0.279, 2.415, 1.307], [0.232, 1.238, 1.413], [0.903, 2.719, 0.232], [0.072, 3.278, 2.062], [1.903, -2.437, -0.264], [1.596, -1.787, -1.205], [2.549, -1.801, 0.493], [0.931, -2.559, 0.407]], "forces_ev_per_angstrom": [[0.036, -1.927, -0.444], [-6.765, 1.719, -6.938], [-0.016, -0.527, -2.508], [10.196, -4.802, 9.801], [-2.982, 3.768, -0.216], [5.685, 2.220, -7.146], [-2.372, -6.764, 3.417], [-0.394, 1.338, -1.118], [-2.580, 2.245, 4.521], [-0.285, 4.389, 1.401], [-0.651, 3.349, -15.428], [16.019, 3.980, 7.129], [-15.892, -8.989, 7.527]], "charge": -2, "e_lumo_ev": [6.12, 6.15], "mol_weight_g_mol": 242.95, "multiplicity": 4, "gap_ev": [6.39, 5.85]}